155
Properties=species:S:1:pos:R:3:forces:R:3 method="wB97M-V/def2-TZVPD" homo_lumo_gap_ev=8.347 molar_mass_g_mol=996.953 total_charge=+1 homo_energy_ev=-10.54 lumo_ha=-0.081 largest_force_ha_per_bohr=0.0197
C 5.017 -1.846 2.461 -0.1144 0.5547 0.1352
C 3.986 -2.062 1.898 0.1680 0.0587 0.0069
N 2.781 -2.289 1.231 0.7295 -0.4965 0.3348
C 1.646 -1.672 2.063 -0.2410 0.2591 0.2140
C 0.975 -0.416 1.513 -0.1035 0.1208 0.1613
P -0.423 -0.674 0.379 0.1779 -0.3863 -0.2290
O -0.622 -2.054 -0.097 -0.0481 0.0448 0.0995
O -0.096 0.372 -0.763 0.0362 0.0882 -0.0229
C -0.770 0.221 -2.039 -0.0614 0.3575 -0.2838
C 0.036 -0.621 -3.008 -0.1962 0.0027 -0.0912
O -1.640 -0.091 1.203 -0.0198 -0.1160 -0.1164
C -2.895 -0.823 1.220 -0.6327 0.2078 0.3674
C -2.920 -1.891 2.300 -0.1850 -0.1548 -0.2076
B 2.534 -3.866 1.080 -0.0839 0.1892 -0.4647
O 3.616 -4.603 1.376 -0.1807 0.3161 0.6966
N 1.243 -4.268 0.634 0.2530 -0.4522 0.2549
C 1.213 -4.810 -0.738 -0.3236 0.2037 0.0020
C 0.451 -5.042 1.594 -0.2581 0.1528 -0.0129
P 2.836 -1.582 -0.533 -0.6950 0.3331 -0.6575
C 4.082 -0.303 -0.395 0.3899 -0.7056 0.2219
O 3.707 -2.778 -1.247 -0.2539 0.2918 0.2281
H 5.896 -1.468 2.955 0.1416 -0.3041 -0.1598
H 0.904 -2.438 2.270 -0.0283 -0.0933 -0.3081
H 2.106 -1.412 3.011 0.1530 -0.0572 -0.0097
H 1.680 0.310 1.106 0.0532 -0.0733 -0.0640
H 0.540 0.077 2.386 -0.0004 0.0249 0.0017
H -0.872 1.235 -2.420 -0.0551 0.0275 0.0420
H -1.781 -0.166 -1.905 0.0947 -0.1357 0.1863
H -0.636 -1.024 -3.767 0.0107 -0.0267 -0.0150
H 0.507 -1.454 -2.489 -0.0352 -0.0165 -0.0101
H 0.781 -0.022 -3.529 0.1594 -0.0439 0.1390
H -3.654 -0.077 1.442 0.0107 0.0806 -0.1056
H -3.138 -1.223 0.237 0.3409 -0.0539 -0.0537
H -1.935 -2.335 2.452 0.0046 0.0306 0.0100
H -3.591 -2.694 1.993 0.0029 -0.0194 0.0073
H -3.319 -1.502 3.234 0.2377 0.0558 0.1089
H 3.394 -5.472 1.731 0.1449 -0.2548 -0.4420
H 0.646 -4.131 -1.380 0.0613 0.0261 -0.0252
H 0.697 -5.770 -0.746 0.1208 -0.0563 -0.0087
H 2.214 -4.961 -1.147 -0.0146 -0.0708 0.0127
H 0.965 -5.928 1.991 0.0005 -0.0042 -0.0403
H -0.465 -5.375 1.111 -0.0080 0.0046 -0.0195
H 0.133 -4.420 2.434 0.0969 -0.0172 0.0554
H 4.176 0.089 -1.410 -0.1440 0.2190 0.0705
H 3.800 0.488 0.295 0.0157 0.0849 -0.1201
H 5.049 -0.724 -0.120 0.0365 0.0992 0.1121
H 3.184 -3.053 -2.013 0.1571 -0.3305 0.0106
C -6.456 -0.740 -0.548 0.0092 0.1826 -0.0128
O -6.251 -0.531 0.636 0.1496 -0.0854 0.0105
N -6.371 -1.946 -1.137 -0.0016 -0.0351 -0.0510
C -6.611 -2.120 -2.556 -0.0034 -0.0364 0.0654
C -6.018 -3.098 -0.326 -0.0154 0.1455 -0.0170
H -6.721 0.063 -1.253 -0.0150 -0.0102 -0.0021
H -7.443 -2.807 -2.725 -0.0037 0.0064 -0.0200
H -5.722 -2.521 -3.049 -0.0040 0.0119 -0.0268
H -6.846 -1.157 -3.005 0.0376 0.0095 -0.0086
H -6.746 -3.248 0.471 0.0197 -0.0222 0.0169
H -5.038 -2.947 0.132 -0.0029 -0.0690 0.0220
H -5.989 -3.979 -0.960 -0.0589 -0.0357 0.0448
C -5.935 2.435 -3.016 -0.0892 -0.0981 0.0376
O -5.399 1.391 -3.354 0.0069 -0.0495 0.0380
N -5.307 3.444 -2.395 0.0445 0.0256 0.0051
C -5.979 4.664 -1.994 0.0874 0.0529 0.0669
C -3.891 3.298 -2.103 -0.0312 -0.0384 -0.0174
H -7.008 2.625 -3.185 0.0189 0.0428 -0.0247
H -5.511 5.527 -2.471 -0.0447 0.0318 0.0053
H -5.914 4.791 -0.913 -0.0120 0.0946 -0.0032
H -7.028 4.634 -2.280 0.0103 -0.0874 -0.0488
H -3.325 3.154 -3.024 0.0120 0.0068 -0.0009
H -3.722 2.430 -1.463 0.0158 0.0042 0.0128
H -3.542 4.195 -1.597 -0.0072 0.0014 0.0086
C 8.461 -5.073 -0.182 0.0254 -0.0367 0.0121
O 9.542 -5.534 -0.482 -0.0190 0.0147 -0.0012
N 8.054 -3.820 -0.477 -0.0602 -0.0525 0.0101
C 6.750 -3.329 -0.091 0.3022 0.0596 -0.1362
C 8.963 -2.948 -1.203 0.0016 -0.0519 0.0230
H 7.700 -5.654 0.370 -0.0017 0.0122 -0.0014
H 6.178 -3.033 -0.973 -0.0498 0.0010 0.0368
H 6.855 -2.464 0.566 -0.0513 0.0232 0.0376
H 6.200 -4.105 0.439 -0.0039 -0.0018 0.0098
H 9.220 -3.383 -2.168 0.0060 0.0134 -0.0077
H 9.886 -2.808 -0.641 0.0059 0.0154 -0.0058
H 8.485 -1.983 -1.357 -0.0030 0.0012 -0.0002
C -4.394 5.659 2.583 0.0083 0.0093 -0.0141
O -4.497 6.259 1.525 -0.0015 -0.0083 0.0087
N -4.756 4.380 2.763 0.0783 -0.0360 0.0078
C -4.630 3.697 4.033 -0.1092 0.0093 -0.0220
C -5.309 3.668 1.627 0.0474 0.0155 -0.0826
H -3.989 6.133 3.493 -0.0016 -0.0035 -0.0029
H -3.974 2.829 3.939 0.0134 0.0056 0.0221
H -5.610 3.363 4.376 0.0039 -0.0035 0.0101
H -4.206 4.377 4.771 0.0049 0.0057 -0.0018
H -4.583 3.655 0.811 -0.0099 -0.0419 -0.0048
H -6.210 4.174 1.285 -0.0615 -0.1090 -0.0240
H -5.562 2.651 1.914 -0.0444 0.0142 0.0344
C 4.050 3.340 -1.059 0.1070 0.0674 -0.0218
O 4.695 2.358 -1.405 -0.2028 0.1216 0.0180
N 4.582 4.409 -0.457 -0.0106 0.0221 0.0389
C 3.785 5.557 -0.066 0.0734 -0.0258 -0.0093
C 6.016 4.414 -0.194 -0.0342 -0.0325 -0.0392
H 2.963 3.422 -1.225 0.0030 0.0032 0.0099
H 4.137 6.457 -0.572 -0.0228 0.0129 0.0000
H 3.846 5.716 1.011 -0.0231 0.0122 0.0020
H 2.745 5.388 -0.338 -0.0044 -0.0011 -0.0014
H 6.575 4.316 -1.124 0.0157 0.0037 0.0044
H 6.288 3.578 0.450 0.0147 0.0062 0.0071
H 6.282 5.349 0.293 -0.0062 0.0044 -0.0006
C -4.795 -6.048 -2.371 0.0793 0.0269 0.0704
O -5.346 -6.919 -1.729 -0.0134 0.0222 -0.0318
N -4.622 -6.066 -3.707 -0.0093 -0.0172 -0.0492
C -3.960 -4.991 -4.413 -0.0470 -0.0770 -0.0058
C -5.125 -7.209 -4.454 -0.0115 0.0183 0.0578
H -4.373 -5.145 -1.895 0.0444 0.0024 -0.0544
H -4.630 -4.536 -5.146 0.0135 0.0281 -0.0004
H -3.074 -5.357 -4.936 0.0150 0.0266 -0.0032
H -3.652 -4.225 -3.702 0.0049 0.0030 0.0043
H -6.202 -7.311 -4.315 -0.0037 -0.0100 -0.0139
H -4.655 -8.128 -4.106 -0.0031 -0.0100 -0.0124
H -4.908 -7.067 -5.509 0.0017 0.0051 -0.0022
C 6.335 1.960 -4.237 0.0644 -0.0024 0.0415
O 7.490 1.585 -4.153 -0.0272 -0.0173 -0.0040
N 5.668 2.085 -5.406 -0.0484 -0.0032 -0.0203
C 4.295 2.533 -5.455 0.0691 -0.0164 -0.0465
C 6.362 1.761 -6.641 0.0178 0.0047 0.0605
H 5.733 2.228 -3.355 0.0352 -0.0232 -0.0768
H 3.652 1.773 -5.907 -0.0258 0.0121 0.0097
H 4.202 3.452 -6.038 -0.0282 0.0087 0.0142
H 3.946 2.726 -4.441 -0.0006 -0.0022 0.0059
H 6.696 0.723 -6.632 0.0060 -0.0017 -0.0179
H 7.242 2.392 -6.763 0.0045 -0.0044 -0.0181
H 5.686 1.917 -7.480 -0.0051 0.0031 0.0008
C 7.422 -0.731 4.970 -0.1011 -0.0245 0.0967
O 7.883 -0.656 3.843 -0.2190 -0.0751 -0.1033
N 8.120 -0.567 6.101 0.0805 0.0344 -0.0169
C 7.511 -0.678 7.412 0.0660 0.0167 -0.0373
C 9.543 -0.270 5.999 -0.0350 -0.0205 -0.0458
H 6.353 -0.947 5.151 0.0243 0.0005 0.0872
H 7.616 0.257 7.963 -0.0216 -0.0030 0.0153
H 7.982 -1.477 7.986 -0.0210 -0.0066 0.0148
H 6.452 -0.903 7.304 -0.0041 -0.0014 -0.0011
H 9.698 0.656 5.446 0.0130 0.0052 0.0071
H 10.061 -1.069 5.470 0.0147 0.0009 0.0072
H 9.955 -0.169 6.999 -0.0046 -0.0009 0.0052
C -8.985 4.376 3.497 0.0101 -0.0549 -0.0024
O -8.021 3.693 3.197 0.0336 0.0818 0.0447
N -9.041 5.713 3.368 -0.0175 0.0278 -0.0070
C -10.217 6.475 3.737 0.0751 0.0064 -0.0285
C -7.879 6.411 2.842 -0.0229 -0.0704 0.0222
H -9.910 3.939 3.907 -0.0017 0.0035 -0.0045
H -10.614 7.013 2.875 -0.0269 0.0000 0.0082
H -9.978 7.197 4.520 -0.0259 0.0008 0.0119
H -10.985 5.800 4.110 -0.0034 -0.0020 0.0015
H -7.634 6.059 1.840 0.0160 0.0212 -0.0107
H -7.010 6.237 3.477 0.0129 0.0174 -0.0011
H -8.089 7.477 2.805 -0.0014 0.0032 0.0007